The following is a DFT calculation (ωB97M-V/def2-TZVPD) of C3H7NO3 in the gas phase.

Calculated values
DFT total energy (eV): -10853.5500
Frontier orbital gap (eV): 9.82
Energy relative to the best compared isomer or geometry (same formula, charge and spin) (kJ/mol): 464.8
Highest occupied orbital energy (eV): -9.06

Structure (XYZ):
```
14
Properties=species:S:1:pos:R:3:lowdin_charge:R:1
C 2.034 0.182 -0.368 0.0060
O 0.620 0.104 -0.713 -0.0400
C -0.354 0.152 0.153 -0.4257
C -1.543 -0.727 -0.191 -0.1613
O -1.362 -1.294 -1.515 -0.0762
N -0.742 0.947 1.055 0.0451
O 0.286 1.845 1.463 -0.0966
H 2.538 -0.728 -0.834 0.1124
H 2.358 1.011 -0.983 0.0918
H 1.994 0.187 0.685 0.0728
H -2.460 -0.133 -0.042 0.1196
H -1.671 -1.509 0.539 0.1090
H -1.536 -2.277 -1.543 0.1115
H -0.164 2.240 2.294 0.1315
```

***

The following is a DFT calculation (ωB97M-V/def2-TZVPD) of a molecular structure, C30H78F6N7O12S2Ti.

Calculated values
DFT total energy (eV): -128455.2627
Frontier orbital gap (alpha / beta) (eV): 5.76 / 7.83
Highest occupied orbital energy (alpha / beta) (eV): -5.81 / -8.14
Multiplicity: 4

Structure (XYZ):
```
136
Properties=species:S:1:pos:R:3:lowdin_charge:R:1
Ti -1.345 -3.828 0.096 0.6572
C -2.987 -0.298 -0.168 -0.6120
F -2.390 0.374 0.823 0.1247
F -3.526 -1.393 0.394 0.0956
F -3.888 0.512 -0.741 0.1482
S -1.614 -0.782 -1.400 0.7648
O -2.286 -1.665 -2.324 -0.3023
O -1.110 0.484 -1.968 -0.2762
N -0.542 -1.834 -0.349 -0.3803
S 0.716 -1.013 -0.397 0.4769
O 1.369 -0.928 -1.666 -0.2879
O 0.673 0.206 0.420 -0.2993
C 1.946 -2.114 0.648 -0.5910
F 1.285 -2.465 1.770 0.0902
F 2.353 -3.242 -0.023 0.0773
F 3.026 -1.403 0.941 0.1388
C 4.607 -2.379 -2.762 -0.0555
C 5.964 -2.461 -2.178 -0.4766
C 7.028 -1.710 -3.001 -0.1527
O 7.556 -2.384 -4.173 -0.1905
C 8.783 -1.861 -4.718 -0.1063
N 5.977 -1.893 -0.891 0.0327
H 3.785 -2.557 -2.070 0.0627
H 4.665 -3.066 -3.607 0.0894
H 4.317 -1.433 -3.219 0.0888
H 6.182 -3.503 -1.948 0.1424
H 7.888 -1.642 -2.335 0.1079
H 6.853 -0.661 -3.236 0.1126
H 9.598 -1.672 -4.020 0.0779
H 8.563 -0.977 -5.316 0.0848
H 9.308 -2.615 -5.305 0.0802
H 6.926 -1.948 -0.550 0.0853
H 5.431 -2.640 -0.487 0.0860
C -2.065 3.840 1.424 -0.0563
C -3.050 4.469 0.457 -0.4103
C -2.637 5.865 -0.090 -0.1283
O -1.419 5.779 -0.970 -0.2273
C -1.101 7.006 -1.683 -0.0933
N -3.195 3.536 -0.676 0.0661
H -1.277 3.235 0.975 0.0699
H -2.799 3.280 2.003 0.0661
H -1.555 4.524 2.101 0.0817
H -3.957 4.661 1.030 0.1184
H -2.609 6.598 0.716 0.1180
H -3.428 6.168 -0.776 0.1104
H -1.955 7.535 -2.107 0.0771
H -0.448 6.828 -2.538 0.0817
H -0.598 7.695 -1.005 0.0796
H -2.518 3.801 -1.376 0.0503
H -2.983 2.587 -0.403 0.0274
C -3.937 -6.249 -2.792 -0.0386
C -2.793 -5.514 -2.020 -0.4692
C -1.583 -5.415 -2.940 -0.1839
O -0.512 -5.137 -2.030 -0.2303
C 0.597 -4.656 -2.828 -0.0768
N -3.262 -4.285 -1.463 0.0200
H -4.307 -5.612 -3.595 0.0852
H -4.828 -6.407 -2.184 0.0768
H -3.536 -7.210 -3.113 0.0813
H -2.488 -6.181 -1.213 0.1337
H -1.862 -4.636 -3.649 0.1440
H -1.449 -6.391 -3.407 0.1362
H 0.491 -3.635 -3.195 0.0929
H 0.796 -5.189 -3.758 0.0917
H 1.547 -4.610 -2.296 0.0843
H -4.131 -4.537 -1.013 0.0946
H -3.509 -3.822 -2.326 0.0843
C -8.276 2.393 1.662 -0.0740
C -6.750 2.582 1.624 -0.4241
C -6.089 1.868 2.791 -0.1571
O -6.311 2.633 4.062 -0.2109
C -6.218 1.847 5.286 -0.0998
N -6.354 1.948 0.354 0.0405
H -8.849 2.860 0.861 0.0732
H -8.759 2.605 2.616 0.0737
H -8.566 1.344 1.601 0.0736
H -6.523 3.648 1.645 0.1317
H -5.040 1.596 2.670 0.1089
H -6.578 0.911 2.972 0.1120
H -6.039 2.628 6.025 0.0829
H -5.327 1.219 5.292 0.0738
H -7.081 1.236 5.548 0.0788
H -5.413 2.207 0.093 0.0299
H -6.840 2.513 -0.328 0.0711
C 6.022 1.711 0.220 -0.0622
C 4.951 1.832 -0.827 -0.4367
C 5.413 2.100 -2.301 -0.1585
O 6.248 3.253 -2.370 -0.1649
C 6.589 3.633 -3.629 -0.1585
N 4.193 0.623 -0.854 0.0565
H 6.672 2.581 0.129 0.0741
H 6.693 0.854 0.161 0.0670
H 5.668 1.561 1.240 0.0764
H 4.295 2.669 -0.591 0.1199
H 4.543 2.212 -2.947 0.1146
H 5.842 1.147 -2.610 0.0996
H 7.080 4.605 -3.657 0.0916
H 5.807 3.524 -4.381 0.0868
H 7.334 2.932 -4.004 0.0787
H 4.720 -0.188 -1.146 0.0238
H 4.099 0.487 0.142 0.0543
C -3.858 -3.846 3.202 -0.0588
C -2.655 -2.971 3.492 -0.3737
C -1.488 -3.545 4.339 -0.1977
O -0.710 -2.453 4.685 -0.2091
C 0.400 -2.751 5.487 -0.0933
N -2.051 -2.687 2.182 -0.0023
H -4.334 -4.119 4.143 0.0824
H -3.670 -4.699 2.549 0.0648
H -4.568 -3.256 2.623 0.0756
H -3.050 -2.053 3.927 0.1461
H -0.849 -4.261 3.822 0.1281
H -1.855 -3.959 5.278 0.1251
H -0.016 -3.366 6.285 0.0833
H 0.822 -1.905 6.030 0.0869
H 1.158 -3.304 4.933 0.0931
H -2.668 -2.041 1.710 0.0323
H -1.205 -2.172 2.381 0.0672
C 1.653 2.711 -2.180 -0.0536
C 0.261 3.377 -1.903 -0.2910
O -0.625 3.171 -3.001 -0.0937
H 1.784 2.943 -3.237 0.0691
H 1.568 1.625 -2.151 0.0463
H 2.514 3.047 -1.603 0.0535
H 0.258 4.465 -1.834 0.0907
H -0.113 2.933 -0.981 0.0824
H -0.787 2.241 -3.177 0.0490
C 1.677 1.015 3.364 -0.1035
C 0.510 1.302 4.265 -0.2831
O 0.711 2.680 4.691 -0.0910
H 2.643 0.936 3.862 0.0762
H 1.898 1.781 2.621 0.0803
H 1.398 0.073 2.892 0.0458
H 0.605 0.585 5.081 0.0928
H -0.487 1.113 3.867 0.1095
H 1.221 2.683 5.504 0.0722
```

***

The following is a DFT calculation (ωB97M-V/def2-TZVPD) of 2 unconnected molecules or ions with the total composition C5H7FN2OS2.

Calculated values
DFT total energy (eV): -34711.3562
Frontier orbital gap (eV): 7.71
Energy relative to the best compared isomer or geometry (same formula, charge and spin) (kJ/mol): 0.0
Highest occupied orbital energy (eV): -8.18

Structure (XYZ):
```
18
Properties=species:S:1:pos:R:3:lowdin_charge:R:1
N -0.933 -1.055 2.289 0.0829
C 0.339 -1.064 1.698 -0.3747
C 1.430 -1.536 2.381 -0.3598
S 2.906 -1.520 1.470 0.9642
C 2.039 -0.953 0.110 -0.3827
C 0.687 -0.814 0.351 -0.3495
O -0.330 -0.351 -0.471 0.0276
H -1.647 -0.547 1.792 0.0729
H -1.352 -1.966 2.351 0.0827
H 1.612 -1.916 3.385 0.0663
H 2.355 -0.907 -0.895 0.0603
H -0.235 -0.034 -1.353 0.0125
C -1.860 2.598 -1.739 -0.0627
N -0.667 2.718 -2.155 -0.4526
S 0.372 1.957 -3.016 0.9857
F 0.033 0.226 -3.245 -0.4988
H -2.624 1.885 -1.929 0.0818
H -2.126 3.277 -1.023 0.0439
```

***

The following is a DFT calculation (ωB97M-V/def2-TZVPD) of a molecular structure, C3H2O4Pd.

Calculated values
DFT total energy (eV): -14802.6603
Frontier orbital gap (alpha / beta) (eV): 7.57 / 6.98
Energy relative to the best compared isomer or geometry (same formula, charge and spin) (kJ/mol): 428.9
Highest occupied orbital energy (alpha / beta) (eV): -7.73 / -7.56
Multiplicity: 3

Structure (XYZ):
```
10
Properties=species:S:1:pos:R:3:lowdin_charge:R:1
O 1.305 -0.246 0.295 -0.1066
C 2.390 0.010 -0.059 -0.2917
O 3.479 0.276 -0.304 0.2702
O -1.171 1.235 0.157 -0.3658
C -2.352 0.616 -0.094 -0.3151
C -2.445 -0.735 -0.071 -0.3169
O -1.349 -1.503 0.138 -0.3627
Pd -0.308 -0.199 0.461 1.2638
H -3.232 1.244 -0.284 0.1120
H -3.405 -1.241 -0.243 0.1128
```

***

The following is a DFT calculation (ωB97M-V/def2-TZVPD) of C2H4OS in the gas phase.

Calculated values
DFT total energy (eV): -15020.2902
Frontier orbital gap (eV): 9.36
Energy relative to the best compared isomer or geometry (same formula, charge and spin) (kJ/mol): 113.4
Highest occupied orbital energy (eV): -8.79

Structure (XYZ):
```
8
Properties=species:S:1:pos:R:3:lowdin_charge:R:1
C 1.758 -0.587 -0.025 -0.0763
O 1.015 0.602 0.057 -0.1869
C -0.237 0.840 -0.015 -0.7059
S -1.408 -0.346 0.006 0.6127
H 1.338 -1.187 -0.902 0.1111
H 1.638 -1.075 0.979 0.1103
H 2.800 -0.375 -0.204 0.0819
H -0.489 1.845 -0.190 0.0531
```

***

The following is a DFT calculation (ωB97M-V/def2-TZVPD) of a molecular structure, C33H51AsCl3GeN3O2Si3Ta.

Calculated values
DFT total energy (eV): -223714.4651
Frontier orbital gap (alpha / beta) (eV): 6.63 / 7.29
Energy relative to the best compared isomer or geometry (same formula, charge and spin) (kJ/mol): 65.1
Highest occupied orbital energy (alpha / beta) (eV): -13.34 / -14.04
Charge: +2
Multiplicity: 2

Structure (XYZ):
```
98
Properties=species:S:1:pos:R:3:lowdin_charge:R:1
Ta 1.074 -0.878 -0.433 1.5194
O -0.606 -0.505 -1.273 -0.3360
C -1.090 -0.228 -2.505 -0.3590
C -2.118 -0.983 -3.052 -0.0311
C -2.573 -0.672 -4.325 -0.0311
C -2.031 0.395 -5.037 -0.0411
C -1.052 1.180 -4.458 0.0057
C -0.566 0.870 -3.186 -0.1521
C 0.341 1.758 -2.485 -0.0724
N 0.959 1.445 -1.413 -0.0081
C 1.676 2.498 -0.696 -0.1459
C 1.928 1.909 0.680 -0.2114
N 2.506 0.603 0.353 -0.2297
C 3.793 0.572 0.233 -0.0969
C 4.510 -0.320 -0.624 -0.1799
C 5.909 -0.402 -0.551 0.0051
C 6.617 -1.087 -1.512 -0.0399
C 5.935 -1.649 -2.592 -0.0201
C 4.558 -1.560 -2.699 -0.0050
C 3.831 -0.918 -1.703 -0.3373
O 2.487 -0.858 -1.781 -0.3746
H -2.563 -1.781 -2.474 0.1158
H -3.369 -1.259 -4.763 0.1237
H -2.398 0.627 -6.027 0.1199
H -0.663 2.044 -4.982 0.1296
H 0.437 2.765 -2.895 0.1541
H 1.091 3.419 -0.651 0.1055
H 2.630 2.711 -1.186 0.1422
H 0.981 1.779 1.211 0.0498
H 2.605 2.503 1.296 0.1338
H 4.367 1.364 0.715 0.1570
H 6.424 0.080 0.271 0.1316
H 7.692 -1.168 -1.448 0.1211
H 6.492 -2.161 -3.365 0.1246
H 4.040 -1.980 -3.551 0.1185
C -0.615 0.142 4.488 -0.2259
Si -0.714 1.802 3.595 0.3978
C 0.979 2.602 3.736 -0.1801
C -1.917 2.863 4.567 -0.1619
C -1.349 1.610 1.816 -0.3272
Si -1.853 3.247 1.013 0.4234
C -3.591 3.664 1.582 -0.1529
C -0.716 4.663 1.485 -0.1677
C -1.850 3.201 -0.871 -0.1463
Si -2.416 0.136 1.414 0.4958
C -3.486 0.277 -0.113 -0.1479
C -3.670 0.111 2.820 -0.1604
C -1.666 -1.686 1.327 -0.2706
C -2.559 -2.573 1.924 -0.0644
C -2.374 -3.948 1.918 -0.0053
C -1.238 -4.441 1.315 -0.0376
C -0.362 -3.533 0.759 -0.2739
N -0.545 -2.204 0.728 -0.1717
H 0.380 -0.053 4.899 0.0122
H -0.928 -0.729 3.911 -0.0338
H -1.285 0.173 5.352 0.0577
H 1.155 2.767 4.803 0.0576
H 1.052 3.570 3.245 0.0247
H 1.794 1.965 3.389 -0.0466
H -1.541 2.921 5.592 0.0524
H -2.912 2.420 4.613 0.0340
H -2.013 3.884 4.200 0.0278
H -3.673 3.737 2.665 0.0250
H -4.342 2.955 1.232 0.0284
H -3.853 4.641 1.167 0.0515
H -0.670 4.873 2.553 0.0280
H -1.094 5.564 0.995 0.0523
H 0.306 4.512 1.128 0.0188
H -1.939 2.202 -1.296 0.0051
H -0.946 3.674 -1.259 0.0183
H -2.694 3.788 -1.241 0.0576
H -4.180 1.111 0.011 0.0428
H -4.094 -0.629 -0.192 0.0549
H -2.968 0.418 -1.055 -0.0017
H -3.964 1.150 2.987 0.0319
H -3.304 -0.285 3.767 0.0445
H -4.581 -0.424 2.545 0.0531
H -3.437 -2.183 2.419 0.0888
H -3.096 -4.601 2.390 0.1303
H -1.005 -5.496 1.285 0.1283
H 0.561 -3.901 0.337 0.0311
Cl 3.156 -0.260 3.473 0.2274
Ge 1.444 -1.043 2.437 0.0820
Cl 0.936 -2.744 3.640 0.2521
Cl 2.604 -2.456 0.673 0.2886
C -0.687 -4.234 -2.356 -0.2364
As 0.830 -3.025 -2.243 1.0923
C 2.292 -4.283 -2.093 -0.2629
C 0.981 -2.343 -4.052 -0.2284
H -0.693 -4.698 -3.343 0.0523
H -1.625 -3.708 -2.201 0.0194
H -0.587 -5.016 -1.606 0.0313
H 2.283 -4.938 -2.964 0.0529
H 2.162 -4.887 -1.196 0.0313
H 3.245 -3.764 -2.032 0.0112
H 1.364 -3.137 -4.693 0.0518
H 1.655 -1.492 -4.074 0.0260
H -0.002 -2.042 -4.408 0.0253
```